No. 1
The following is a DFT calculation (ωB97M-V/def2-TZVPD) of a 6-piece molecular cluster, C33H66ClFINO15P overall at a distorted geometry.

Calculated values
Maximum force   9.50 eV/A
Charge   +1
DFT total energy   -100097.952 eV

Geometry (Å):
I  1.07928  0.04027  4.27568
Cl  -5.19131  0.24150  4.64735
P  -6.39258  -1.76672  1.94000
F  -2.58623  3.66551  1.86676
O  -2.81498  -4.66990  0.77569
O  -0.26624  3.69088  7.10045
O  -6.94228  -2.82747  0.90406
O  -0.22176  1.26736  -7.41273
O  -1.60763  -4.93744  -7.59991
O  0.54073  2.28902  -10.07352
O  1.76636  4.52083  9.07141
O  -5.46821  -0.48269  1.13557
O  1.27824  -2.36139  -2.12322
O  -2.45408  -2.17381  -7.00762
O  -7.81125  -1.12747  2.78609
O  6.98071  2.98337  4.02253
O  -2.91304  -5.44294  3.11719
O  2.04073  -1.33974  -4.78401
O  4.53318  1.33906  3.91875
N  -2.19631  0.01742  4.37958
C  -1.00780  -2.24891  3.19415
C  -2.47642  -2.93835  2.92275
C  -2.31353  -5.32658  -6.42609
C  6.11499  2.89422  2.88700
C  -0.07649  -2.13931  -2.50395
C  -2.67435  2.31544  2.53619
C  -1.33865  -2.09627  -6.12480
C  -2.19502  1.35366  5.08452
C  -2.08943  -2.64331  -8.30382
C  4.66770  2.62102  3.30883
C  2.04058  4.24890  7.69868
C  -3.58627  -0.60427  4.12843
C  0.50008  0.51618  -8.38649
C  -2.73225  -4.42108  2.24487
C  1.20269  -2.41283  1.53628
C  0.83165  4.56131  6.81090
C  -2.40640  -4.13272  -8.47240
C  2.00008  -3.11257  -3.09698
C  0.43786  3.59660  -9.51925
C  -3.79683  -2.08941  3.40610
C  -0.95112  -0.75553  3.93538
C  -5.32831  -2.69161  3.22832
C  -1.23210  4.30285  7.94908
C  4.50653  1.41482  5.34111
C  7.69493  1.77348  4.25413
C  2.70550  -2.59637  1.63096
C  2.85513  -2.20496  -3.98713
C  -2.73984  2.61288  4.14866
C  1.93786  -0.03215  -4.22974
C  1.35513  1.42379  -9.27664
C  1.43632  3.34351  9.80253
C  -1.57649  1.48944  -7.79346
C  0.32394  -3.11038  2.74400
H  3.46802  -2.17674  0.84010
H  1.10919  4.38917  5.76524
H  4.29286  3.41187  3.97319
H  -3.47354  -4.32915  -8.31528
H  0.07616  -4.23689  2.43977
H  0.95759  3.64321  10.73807
H  -0.66065  -3.04480  -2.32189
H  -0.75668  -1.19882  -6.34881
H  -0.69382  -2.97774  -6.19546
H  2.66385  -3.79135  -2.55094
H  1.31897  -3.72980  -3.69901
H  6.47160  2.13198  2.18423
H  -2.02413  3.54016  4.36883
H  -1.86880  3.51756  8.36528
H  -5.36223  -3.83945  2.99025
H  3.51666  1.73926  5.67156
H  -3.82497  2.92052  4.51784
H  1.76949  -0.05092  -3.14878
H  3.42936  -2.83069  -4.67908
H  -2.16065  0.58396  -7.61140
H  1.34890  4.15835  -9.73675
H  2.84890  0.52960  -4.44724
H  -0.77106  4.84790  8.77826
H  -0.47817  -1.33099  -1.88792
H  7.05752  0.88945  4.15736
H  0.26949  3.57783  -8.43829
H  0.74824  -1.76679  0.65861
H  -1.71509  -2.02581  -5.10129
H  -1.97817  2.29777  -7.17743
H  -0.16797  -1.85000  -3.55549
H  4.03784  2.61758  2.41288
H  6.15588  3.86276  2.37677
H  1.09111  0.47392  -4.70110
H  -1.66797  1.77875  -8.84500
H  2.34921  2.78972  10.03542
H  -1.03003  -2.43800  -8.51081
H  2.86914  4.90075  7.40193
H  5.26560  2.09913  5.73266
H  -2.68263  -2.07607  -9.02896
H  -1.16679  1.69626  5.52006
H  -0.18103  -0.10105  -8.98851
H  -7.70998  -1.50223  3.72534
H  -1.72761  1.69560  2.23582
H  -2.39141  -3.87239  0.32821
H  -3.69116  1.78911  2.20976
H  2.37280  3.21022  7.56415
H  1.92935  0.79807  -9.96859
H  2.06959  2.00240  -8.67930
H  0.74560  2.69617  9.25329
H  -1.85232  4.98541  7.36402
H  -5.61050  0.34471  1.71079
H  -0.40889  4.10268  -9.99061
H  -5.85758  -2.54461  4.28557
H  0.53209  5.61153  6.90767
H  -2.98934  -6.15130  -6.66269
H  3.56959  -1.62635  -3.38979
H  4.70236  0.41715  5.74181
H  1.16385  -0.16260  -7.84045
H  -1.58515  -5.66933  -5.68631
H  8.09347  1.80056  5.27183
H  3.18318  -3.16393  2.55898
H  -2.88369  -4.50038  -5.99081
H  -2.16027  -4.43098  -9.49736
H  1.00395  -3.20841  3.71979
H  -2.92038  1.23847  6.02590
H  8.52821  1.70094  3.55181



No. 2
The following is a DFT calculation (ωB97M-V/def2-TZVPD) of a 10-piece molecular cluster, C33H66O13 overall at a distorted geometry.

Calculated values
Maximum force   13.27 eV/A
Charge   0
SMILES   CCOC(C)=O.CCOC(C)=O.CCOC(C)=O.CC(C)=O.CC(C)=O.CC(C)=O.CC(C)=O.CC(C)=O.CC(C)=O.CC(C)=O
DFT total energy   -61891.782 eV
Energy above the lowest of the compared OMol25 structures with the same formula, charge and spin   16.2072 eV

Geometry (Å):
O  -3.82663  -0.64652  3.25340
O  3.34637  -1.80552  -3.34660
O  0.75637  4.94148  3.55640
O  0.70337  -0.78752  0.02240
O  0.79337  5.76348  1.41340
O  0.47837  -3.15952  5.49640
O  0.51737  -5.72152  -2.21660
O  -1.02863  -2.03052  -1.06260
O  -4.74563  4.51048  -0.36260
O  4.63837  -2.95052  -1.77860
O  -0.26063  2.77548  -2.64160
O  3.87237  -0.15952  2.65540
O  -4.66263  0.00348  -1.87760
C  1.28637  7.30448  3.25340
C  0.21637  3.75948  3.13540
C  3.33037  -0.66252  -2.56760
C  4.37337  -2.36652  1.71640
C  -2.03063  -5.68352  -1.58660
C  -0.09863  2.93848  4.48040
C  -4.29763  -0.96552  2.03240
C  1.11937  4.70848  -1.75260
C  -3.86863  -2.09152  -2.90560
C  0.75437  1.41348  0.89640
C  -2.64463  0.15048  -3.14260
C  0.66037  3.68148  -2.83760
C  0.11137  -1.93952  -0.47960
C  -1.31663  -1.49352  5.33540
C  0.24037  0.47348  -0.32460
C  5.44437  -0.19152  0.58640
C  -0.82763  -7.94952  -2.47360
C  1.49637  3.70548  -4.15460
C  -5.76463  -0.76952  1.55440
C  -0.69163  -6.38752  -2.09960
C  -3.80663  -0.65152  -2.59160
C  -3.35063  -1.36852  0.96840
C  -3.51363  4.22148  -0.05660
C  3.96737  -4.14952  -3.70260
C  4.06737  -2.89252  -2.88460
C  4.51937  -0.84452  1.72440
C  0.93937  -1.21652  4.04240
C  0.12337  -2.02352  4.89240
C  0.85037  -3.23152  -0.32360
C  0.95037  5.90548  2.66740
C  -3.07963  2.79148  0.15040
C  -2.46863  5.30548  0.28040
C  2.38537  0.21048  -3.39260
H  -4.79863  -2.33752  -2.49860
H  -0.93763  0.49948  -0.32460
H  2.33837  1.18748  -2.76360
H  2.41437  3.33748  -4.16260
H  -1.57663  -0.44152  5.57240
H  1.74237  7.99348  2.43740
H  -1.26563  -7.90652  -3.48760
H  4.30037  0.04248  -2.46260
H  4.47737  -2.85352  0.66940
H  -2.47063  1.11948  -2.89860
H  3.11537  -1.03752  -1.55060
H  -0.47963  3.62648  2.23540
H  -2.37763  5.51548  1.39540
H  3.50837  -2.44052  2.03340
H  -1.84863  -1.96652  4.57040
H  -6.19563  0.11448  1.19040
H  0.22037  1.01948  1.78240
H  0.39337  2.42748  0.57140
H  6.23537  -0.59752  0.58040
H  1.73137  4.02548  -1.11360
H  2.86637  0.36148  -4.26460
H  -1.60763  -8.36152  -1.88260
H  -1.44163  4.98848  -0.27260
H  -3.87363  -2.36252  0.59840
H  -6.41763  -0.75852  2.26840
H  1.68337  -1.90752  3.76240
H  5.28237  0.73548  1.02440
H  3.16137  -4.58352  -3.43360
H  -2.29763  2.53848  -0.63160
H  0.21937  5.25948  -1.32260
H  0.31737  7.74648  3.34740
H  0.26137  -8.38552  -2.52360
H  1.15237  3.18448  2.74940
H  1.96537  5.46148  -2.08260
H  3.97337  -3.91652  -4.84660
H  -0.29663  2.01848  4.14740
H  1.47437  4.84548  -4.45860
H  -2.83963  6.16748  -0.24460
H  0.79537  2.90748  5.18440
H  -6.09163  -1.58952  0.83840
H  4.96337  -0.23652  -0.29260
H  0.65237  0.82448  -1.32860
H  1.33537  -0.32452  4.50340
H  1.17937  3.14148  -4.94760
H  1.84637  -3.26852  -0.80160
H  -1.09763  3.46448  4.85140
H  1.76837  1.28648  0.94740
H  -2.97663  -5.99852  -2.14360
H  1.31437  -3.35552  0.74640
H  -2.59263  2.66148  1.00140
H  5.03837  -2.75152  2.47940
H  1.91937  6.91048  4.05840
H  -3.00063  -2.85152  -2.62060
H  -1.81763  -0.60852  -2.72260
H  -3.96163  2.04848  0.27040
H  -2.47563  0.20948  -4.15460
H  -3.18163  -0.84452  0.13640
H  4.54737  -4.85652  -3.62860
H  -2.29863  -1.36452  1.23240
H  0.35337  -1.09252  3.02540
H  -2.12363  -5.83552  -0.42360
H  -2.24063  -4.64552  -1.74560
H  -1.56663  -1.93952  6.33540
H  -3.78463  -2.33052  -3.91960
H  0.27037  -4.08152  -0.44960
H  1.45937  -0.26252  -3.69360



- Look up the maximum force of the first one.
  9.50 eV/A